# C5H5N3

A structure of composition C5H5N3 at a distorted geometry (the ωB97M-V functional and the def2-TZVPD basis, the OMol25 dataset).

```
13
Properties=species:S:1:pos:R:3
N 1.071 -0.628 1.686
N -0.413 1.714 2.760
N -0.963 0.883 1.620
C 0.082 -0.831 -2.878
C 0.093 0.000 1.123
C 0.157 -1.262 -3.979
C -0.131 -0.197 -0.356
C -0.079 -0.386 -1.546
H 1.358 -1.156 0.837
H 0.700 2.220 2.660
H -1.389 1.750 1.008
H 1.075 -1.721 -4.962
H -0.346 1.166 3.808
```

Its HOMO energy is -9.76 eV. For the relative energy (zero: lowest compared OMol25 entry of this formula, charge and spin), the calculation gives 771.6 kJ/mol. As for the HOMO-LUMO gap: 9.6 eV. The calculated total energy is -357.47875 Eh. The LUMO energy is -0.0068 Ha.

These are the Mulliken partial charges, in e, on atoms 1 to 2: N -0.59; N -0.63


# C5H8N2

An isolated molecule of C5H8N2 (the ωB97M-V functional and the def2-TZVPD basis, the OMol25 dataset).

```
15
Properties=species:S:1:pos:R:3
N -1.208 -0.128 0.405
N -0.881 1.016 1.038
C 2.385 -0.225 -0.244
C 0.437 1.065 1.003
C 0.998 -0.032 0.292
C -0.099 -0.775 -0.050
C -2.430 -0.094 -0.370
H -3.239 0.308 0.237
H -2.670 -1.096 -0.728
H -0.173 -1.707 -0.595
H -2.268 0.563 -1.230
H 0.940 1.901 1.474
H 2.359 -0.015 -1.320
H 2.752 -1.250 -0.121
H 3.097 0.470 0.210
```

The SMILES is Cc1cnn(C)c1. Its HOMO energy is -8.91 eV. For the relative energy (zero: lowest compared OMol25 entry of this formula, charge and spin), the calculation gives 81.9 kJ/mol. As for the HOMO-LUMO gap: 9.9 eV. The calculated total energy is -304.80430 Eh. The LUMO energy is 0.0367 Ha.

These are the Mulliken partial charges, in e, on atoms 1 to 2: N 0.55; N -0.92


# C6H9N

A cluster of 2 separate species, C6H9N in total (the ωB97M-V functional and the def2-TZVPD basis, the OMol25 dataset).

```
16
Properties=species:S:1:pos:R:3
N 1.415 0.176 -1.259
C -1.054 0.622 1.335
C 0.653 1.094 -0.576
C -1.221 -0.336 -1.096
C -0.391 0.239 0.036
C -0.130 -1.170 -0.439
C 1.062 -1.159 -1.309
H -1.061 0.019 -2.112
H -1.418 1.652 1.284
H -1.899 -0.039 1.553
H -2.252 -0.593 -0.864
H 2.227 0.509 1.400
H 2.426 -0.100 1.777
H -0.347 0.551 2.168
H 2.184 0.506 -1.831
H -0.440 -2.063 0.094
```

Its HOMO energy is -8.68 eV. For the relative energy (zero: lowest compared OMol25 entry of this formula, charge and spin), the calculation gives 583.6 kJ/mol. As for the HOMO-LUMO gap: 8.2 eV. The calculated total energy is -288.55977 Eh. The LUMO energy is -0.0178 Ha.

These are the Mulliken partial charges, in e, on atoms 1 to 2: N 0.17; C -1.37


# C5H26NO9S

A cluster of 9 separate species, C5H26NO9S in total at a distorted geometry (the ωB97M-V functional and the def2-TZVPD basis, the OMol25 dataset).

```
42
Properties=species:S:1:pos:R:3
S -2.894 -0.260 -0.091
O -0.775 -3.309 -1.793
O 1.254 2.851 -0.655
O 3.543 1.982 0.283
O -1.885 1.382 -2.313
O 2.541 2.775 2.931
O -0.121 2.458 -3.256
O -1.567 -0.367 -4.299
O 0.538 0.775 3.055
O -0.484 -4.265 1.361
N 1.284 -0.959 1.844
C -1.328 0.333 0.598
C 2.223 -1.491 -0.372
C 1.296 -1.915 0.787
C -1.142 -0.464 1.891
C 0.276 -0.174 2.314
H 1.385 3.552 -1.302
H 1.932 2.017 2.822
H -1.416 -4.020 1.263
H -1.885 -0.227 2.644
H -1.548 -0.456 -3.336
H -1.301 1.434 0.741
H 1.488 -2.979 0.973
H 2.747 2.554 3.865
H -0.509 0.037 -0.073
H -0.060 -2.961 -2.341
H -1.231 -1.542 1.741
H 0.382 2.840 -0.254
H -2.679 1.400 -1.707
H -0.691 2.593 -4.029
H 3.198 2.541 1.002
H -1.338 -2.512 -1.817
H 0.324 -2.027 0.287
H -0.200 -4.223 0.430
H 1.774 -0.783 -1.117
H 2.998 -0.782 -0.020
H 2.865 1.990 -0.408
H -0.677 2.215 -2.526
H -1.830 0.552 -4.301
H 2.513 -2.402 -0.874
H 2.176 -0.539 2.082
H -1.230 1.182 -1.639
```

Its HOMO energy is -4.08 eV. For the relative energy (zero: lowest compared OMol25 entry of this formula, charge and spin), the calculation gives 306.0 kJ/mol. As for the HOMO-LUMO gap: 6.9 eV. The calculated total energy is -1336.24222 Eh. The LUMO energy is 0.1048 Ha. Its charge is -1.

These are the Mulliken partial charges, in e, on atoms 1 to 2: S -0.55; O -0.65


# C28H35N7

A cluster of 7 separate species, C28H35N7 in total at a distorted geometry (the ωB97M-V functional and the def2-TZVPD basis, the OMol25 dataset).

```
70
Properties=species:S:1:pos:R:3
N -3.929 4.509 2.172
N 0.470 0.446 -0.070
N -0.307 -1.394 3.552
N 2.868 -1.729 -4.787
N -1.828 -0.277 1.306
N 0.075 -0.621 -4.599
N 0.067 1.141 5.128
C 0.317 1.522 3.849
C -4.141 3.968 0.944
C -0.200 -0.977 -3.303
C -0.443 -2.343 -3.366
C -0.112 -1.678 -5.513
C 0.876 1.761 -0.132
C -1.679 -3.067 3.607
C 1.158 0.474 5.676
C -3.018 4.038 0.191
C 2.195 0.415 4.576
C 2.460 0.348 -1.047
C -0.870 -3.284 2.456
C 0.081 -2.156 2.462
C 4.825 -2.594 -3.857
C -3.016 0.816 -0.309
C 1.397 -0.434 -0.535
C -2.716 5.059 2.280
C -2.506 -0.393 -0.843
C -1.296 -1.871 4.333
C -2.377 0.957 1.078
C -0.416 -2.829 -4.652
C 5.031 -2.171 -5.208
C 3.821 -1.762 -5.777
C -1.976 -1.087 0.147
C -2.042 4.717 0.941
C 1.578 1.061 3.505
C 2.295 1.666 -0.583
C 3.347 -2.256 -3.637
H 1.924 -1.297 -4.933
H -2.324 5.562 3.142
H 1.985 1.326 2.523
H 0.290 0.384 -4.920
H -2.472 1.728 1.830
H 3.574 -1.344 -6.773
H -4.585 4.412 3.002
H 2.682 -2.301 -2.803
H -3.596 1.604 -0.768
H 5.545 -3.060 -3.168
H 1.387 -1.524 -0.441
H -1.043 -4.048 1.684
H -2.981 3.529 -0.769
H -2.591 -0.790 -1.852
H 0.961 -1.831 1.927
H -0.824 1.347 5.521
H 1.129 0.010 6.620
H -1.002 4.886 0.631
H 5.966 -2.139 -5.747
H -2.360 -3.715 3.960
H -5.099 3.402 0.704
H 3.113 -0.104 4.680
H -0.476 0.207 0.237
H -0.600 -2.947 -2.456
H -0.568 -3.865 -4.819
H -0.175 -0.175 -2.589
H 3.355 -0.103 -1.470
H 0.360 -0.619 3.795
H 0.364 2.653 0.157
H -1.410 -2.079 0.043
H -1.393 -0.592 2.206
H 0.080 -1.677 -6.619
H -1.756 -1.416 5.160
H 2.938 2.530 -0.952
H -0.388 2.072 3.270
```

The SMILES is c1cc[nH]c1.c1cc[nH]c1.c1cc[nH]c1.c1cc[nH]c1.c1cc[nH]c1.c1cc[nH]c1.c1cc[nH]c1. Its HOMO energy is -7.38 eV. For the relative energy (zero: lowest compared OMol25 entry of this formula, charge and spin), the calculation gives 512.7 kJ/mol. As for the HOMO-LUMO gap: 7.7 eV. The calculated total energy is -1470.98602 Eh. The LUMO energy is 0.0107 Ha.

These are the Mulliken partial charges, in e, on atoms 1 to 2: N 0.06; N 1.20


# C3H6GaO3

A structure of composition C3H6GaO3 at a distorted geometry (the ωB97M-V functional and the def2-TZVPD basis, the OMol25 dataset).

```
13
Properties=species:S:1:pos:R:3
Ga 0.795 -0.958 -0.167
O 0.121 -1.676 -1.585
O 1.629 2.112 -0.928
O -0.416 0.010 0.932
C -0.032 1.345 0.606
C 1.076 1.138 -0.443
C -1.474 -0.138 1.859
H -1.639 -1.212 1.993
H -0.889 1.896 0.182
H -2.389 0.330 1.468
H -1.201 0.323 2.820
H 0.341 1.866 1.504
H 0.571 -1.937 -2.388
```

Its HOMO energy (alpha / beta) is -13.99 / -14.00 eV. For the relative energy (zero: lowest compared OMol25 entry of this formula, charge and spin), the calculation gives 41.4 kJ/mol. As for the HOMO-LUMO gap (alpha / beta): 7.4 / 7.4 eV. The calculated total energy is -2268.07316 Eh. The LUMO energy (alpha / beta) is -0.2436 / -0.2435 Ha. Its charge is +1.

These are the Mulliken partial charges, in e, on atoms 1 to 2: Ga 0.45; O -0.41